C27H34F3N6O2PtSSi | ωB97M-V with the def2-TZVPD basis set

Last column: Löwdin charge in e.
Element x y z (Å)
Pt  0.23  -0.85  -0.17  0.952
C  1.57  0.41  5.50  -0.204
Si  0.15  -0.64  4.77  0.464
C  -1.50  -0.04  5.54  -0.199
C  0.45  -2.47  5.24  -0.191
C  0.11  -0.43  2.94  -0.227
C  0.09  -0.40  1.73  -0.313
H  1.59  0.37  6.59  0.010
H  1.46  1.46  5.22  0.014
H  2.53  0.07  5.14  0.013
H  -1.49  -0.11  6.62  0.011
H  -2.34  -0.64  5.18  0.018
H  -1.70  0.99  5.27  0.016
H  0.34  -2.65  6.30  0.013
H  1.45  -2.77  4.95  0.020
H  -0.24  -3.11  4.70  0.009
N  5.26  1.39  0.33  0.109
C  4.60  0.25  -0.08  -0.379
C  3.22  0.17  -0.02  -0.055
N  2.55  -0.91  -0.50  0.005
C  3.31  -1.88  -1.05  -0.127
C  4.68  -1.79  -1.07  -0.134
N  5.37  -0.74  -0.58  0.111
H  4.76  1.97  0.98  0.088
H  6.23  1.25  0.54  0.086
H  2.63  0.97  0.40  0.096
H  2.81  -2.73  -1.48  0.084
H  5.28  -2.58  -1.50  0.096
F  0.76  8.35  -2.63  0.118
C  0.31  7.93  -1.43  -0.574
F  1.08  8.57  -0.51  0.113
F  -0.91  8.50  -1.29  0.112
C  0.30  6.46  -1.27  -0.142
C  -0.18  5.91  -0.07  -0.022
C  -0.20  4.55  0.11  -0.016
C  0.27  3.68  -0.90  -0.246
C  0.76  4.25  -2.09  -0.028
C  0.78  5.61  -2.27  -0.025
C  0.25  2.29  -0.71  -0.142
C  0.21  1.08  -0.58  -0.235
H  -0.53  6.57  0.70  0.118
H  -0.57  4.12  1.03  0.119
H  1.14  3.59  -2.86  0.113
H  1.16  6.03  -3.19  0.111
O  0.34  -2.43  -2.02  -0.050
C  0.37  -3.26  -1.11  -0.597
C  0.63  -4.76  -1.25  -0.093
C  0.34  -5.27  0.15  -0.082
C  0.12  -3.99  0.99  -0.480
O  -0.09  -4.00  2.18  0.064
N  0.16  -2.92  0.16  0.007
H  1.67  -4.91  -1.54  0.110
H  -0.01  -5.18  -2.03  0.102
H  1.15  -5.85  0.58  0.113
H  -0.57  -5.88  0.20  0.114
C  -3.75  1.74  -2.78  -0.093
C  -2.32  1.21  -2.83  -0.285
N  -2.27  -0.18  -3.20  -0.016
C  -2.45  -1.19  -2.33  -0.823
S  -2.63  -0.94  -0.68  0.697
N  -2.57  -2.43  -2.86  -0.029
C  -2.79  -3.62  -2.08  -0.299
C  -4.28  -3.95  -1.97  -0.091
H  -3.74  2.78  -2.46  0.067
H  -4.32  1.16  -2.06  0.050
H  -4.23  1.68  -3.75  0.062
H  -1.85  1.32  -1.85  0.045
H  -1.72  1.77  -3.56  0.115
H  -2.22  -0.41  -4.18  0.133
H  -2.42  -2.53  -3.85  0.135
H  -2.39  -3.45  -1.08  0.066
H  -2.25  -4.45  -2.55  0.107
H  -4.79  -3.11  -1.51  0.061
H  -4.40  -4.83  -1.34  0.067
H  -4.72  -4.15  -2.94  0.064

Charge: -1
Highest occupied orbital energy in hartree: -0.123
DFT total energy in Ha: -2634.9316
HOMO-LUMO gap in eV: 5.747

---

C27H34MnN5O3P2S3 | ωB97M-V with the def2-TZVPD basis set

Last column: Löwdin charge in e.
Element x y z (Å)
Mn  0.07  0.45  0.85  0.299
N  -7.03  -0.22  1.02  0.105
C  -6.13  -1.19  0.81  -0.830
S  -6.58  -2.75  0.49  0.710
C  -4.71  -0.84  0.78  -0.222
C  -4.27  0.37  0.23  0.029
C  -2.91  0.60  0.14  -0.177
N  -1.98  -0.26  0.54  -0.015
C  -2.40  -1.41  1.08  -0.077
C  -3.74  -1.74  1.21  0.001
H  -8.01  -0.46  1.03  0.110
H  -6.75  0.71  1.30  0.115
H  -4.96  1.11  -0.14  0.128
H  -2.57  1.53  -0.31  0.055
H  -1.64  -2.10  1.42  0.108
H  -4.02  -2.68  1.65  0.105
C  1.23  1.81  -2.24  -0.226
P  0.46  0.32  -1.51  0.993
C  1.28  -1.06  -2.37  -0.368
C  1.36  -2.32  -1.77  -0.110
C  1.93  -3.38  -2.44  -0.051
C  2.42  -3.21  -3.73  -0.052
C  2.34  -1.97  -4.33  -0.054
C  1.78  -0.90  -3.66  -0.068
C  -1.16  0.27  -2.35  -0.367
C  -1.75  -0.98  -2.57  -0.081
C  -2.96  -1.07  -3.23  -0.048
C  -3.60  0.08  -3.66  -0.055
C  -3.03  1.32  -3.42  -0.060
C  -1.82  1.42  -2.77  -0.106
H  0.83  2.69  -1.74  0.004
H  0.99  1.85  -3.30  0.061
H  2.31  1.76  -2.09  0.052
H  0.96  -2.44  -0.77  0.076
H  1.99  -4.35  -1.96  0.115
H  2.86  -4.04  -4.26  0.114
H  2.73  -1.82  -5.33  0.115
H  1.74  0.06  -4.15  0.101
H  -1.24  -1.87  -2.23  0.107
H  -3.39  -2.04  -3.42  0.117
H  -4.54  0.01  -4.19  0.114
H  -3.53  2.22  -3.76  0.114
H  -1.38  2.39  -2.57  0.101
O  -0.47  3.01  3.36  -0.305
S  -1.15  2.13  2.46  0.198
O  -2.58  2.13  2.41  -0.295
O  -0.61  0.73  2.56  -0.472
S  -0.49  2.59  0.57  0.592
N  0.61  -1.27  1.18  -0.018
C  0.95  -2.23  1.79  -0.281
N  1.14  -3.34  2.26  0.157
C  1.89  -4.04  3.05  -0.355
N  2.51  -4.71  3.74  0.149
C  3.27  0.76  4.49  -0.111
C  1.96  0.71  3.70  -0.347
P  2.09  1.09  1.90  1.002
C  3.59  0.13  1.43  -0.341
C  3.74  -0.09  -0.07  -0.130
C  2.62  2.85  1.95  -0.353
C  2.84  3.53  0.60  -0.137
H  3.06  0.54  5.53  0.089
H  3.73  1.74  4.45  0.071
H  3.98  0.01  4.13  0.069
H  1.25  1.43  4.12  0.076
H  1.51  -0.28  3.79  0.083
H  3.48  -0.84  1.92  0.084
H  4.47  0.63  1.84  0.100
H  2.78  -0.41  -0.48  0.008
H  4.48  -0.86  -0.27  0.092
H  4.06  0.82  -0.57  0.063
H  3.55  2.86  2.53  0.091
H  1.86  3.39  2.52  0.082
H  3.55  2.97  -0.01  0.060
H  3.23  4.53  0.76  0.088
H  1.90  3.61  0.07  0.007

2S+1: 4
Charge: +1
Highest occupied orbital energy (alpha / beta) in hartree: -0.397 / -0.397
DFT total energy in Ha: -4576.8346
HOMO-LUMO gap (alpha / beta) in eV: 5.515 / 6.420

---

C27H34MoN2O2S | ωB97M-V with the def2-TZVPD basis set

Last column: Löwdin charge in e.
Element x y z (Å)
Mo  -1.30  -1.19  -0.96  1.746
C  4.97  0.98  -2.86  0.004
C  4.84  0.21  -1.52  -0.546
C  5.25  1.14  -0.35  -0.007
C  5.75  -1.02  -1.55  -0.034
C  3.39  -0.15  -1.38  -0.059
C  2.92  -1.48  -1.44  0.068
C  1.59  -1.75  -1.32  -0.052
N  0.66  -0.76  -1.14  -0.133
C  1.08  0.55  -1.12  -0.169
C  2.40  0.86  -1.22  0.104
C  -0.03  1.49  -0.95  -0.160
C  0.09  2.84  -1.00  0.100
C  -1.02  3.70  -0.81  -0.057
C  -2.24  3.06  -0.53  0.073
C  -2.33  1.71  -0.50  -0.072
N  -1.26  0.87  -0.75  -0.122
C  -0.86  5.19  -0.88  -0.543
C  -0.21  5.55  -2.24  -0.001
C  -2.19  5.93  -0.73  -0.034
C  0.10  5.60  0.27  0.005
H  6.02  1.23  -2.99  0.115
H  4.40  1.91  -2.86  0.091
H  4.65  0.37  -3.71  0.104
H  6.29  1.41  -0.50  0.113
H  5.16  0.64  0.61  0.104
H  4.68  2.07  -0.32  0.085
H  6.78  -0.68  -1.61  0.111
H  5.56  -1.65  -2.42  0.100
H  5.66  -1.61  -0.64  0.103
H  3.61  -2.30  -1.59  0.136
H  1.21  -2.77  -1.39  0.125
H  2.72  1.89  -1.19  0.132
H  1.06  3.28  -1.20  0.133
H  -3.13  3.64  -0.34  0.138
H  -3.27  1.24  -0.26  0.105
H  -0.83  5.24  -3.08  0.105
H  0.79  5.14  -2.36  0.087
H  -0.12  6.64  -2.28  0.113
H  -2.91  5.65  -1.50  0.104
H  -2.01  6.99  -0.84  0.111
H  -2.64  5.78  0.26  0.102
H  1.09  5.15  0.16  0.088
H  -0.31  5.33  1.24  0.103
H  0.22  6.68  0.23  0.115
O  -4.57  -0.73  -1.64  0.281
C  -3.49  -0.84  -1.41  -0.026
C  -3.82  -4.65  5.95  0.023
C  -3.51  -4.52  4.51  -0.140
C  -2.16  -4.64  4.05  0.043
C  -1.86  -4.56  2.73  -0.007
C  -2.93  -4.32  1.80  -0.485
C  -4.28  -4.15  2.26  -0.025
C  -4.55  -4.28  3.59  0.030
S  -2.82  -4.33  0.17  1.223
C  -1.60  -5.54  -0.31  -0.187
O  -1.78  -2.88  -0.54  -0.657
H  -2.93  -4.77  6.57  0.106
H  -4.46  -5.53  6.09  0.137
H  -4.39  -3.79  6.30  0.128
H  -1.38  -4.83  4.77  0.147
H  -0.85  -4.70  2.39  0.127
H  -5.09  -3.99  1.55  0.131
H  -5.57  -4.20  3.94  0.153
H  -0.69  -5.47  0.28  0.077
H  -1.43  -5.44  -1.38  0.083
H  -2.12  -6.48  -0.11  0.106

2S+1: 3
Charge: +4
Highest occupied orbital energy (alpha / beta) in hartree: -0.754 / -0.756
DFT total energy in Ha: -1774.0309
HOMO-LUMO gap (alpha / beta) in eV: 5.648 / 5.798